A structure of composition C41H37FIrN13O8. Source: the OMol25 dataset; level of theory: the ωB97M-V functional and the def2-TZVPD basis.

Values from the calculation:
Spin multiplicity: 2
Orbital gap (spin up / spin down) in eV: 7.59 / 3.81
E_HOMO (spin up / spin down) in eV: -14.8933 / -14.8933
Net charge: +3
Energy in hartree: -3101.73659
E_LUMO (spin up / spin down) in eV: -7.30 / -11.08

Last column: Löwdin spin population.
Positions of all 101 atoms, in Å:
1 C -6.8632 -1.1079 -1.0850  0.00
2 C -5.0437 -2.3251 -0.0449  0.00
3 Ir 0.2598 -1.4910 1.4942  0.00
4 C -6.2043 -0.6248 1.2449  0.05
5 N 4.4665 -1.0130 -2.3373  0.00
6 N -0.6081 -2.2230 3.2384  0.00
7 C 2.8588 -2.7294 0.5582  0.00
8 O 2.1454 -2.2856 1.5616  0.00
9 C 2.8260 4.2845 -5.0691  0.00
10 H -3.7625 -1.4832 4.0254  0.00
11 C -4.1013 -0.8246 4.8151  0.00
12 C 5.7279 -1.2558 -3.0651  0.00
13 H 3.4662 2.5644 -6.9243  0.00
14 H 5.5910 -0.9632 -4.1029  0.00
15 C -3.7577 -4.1054 -1.2488  0.00
16 H 5.6164 5.5582 -6.4305  0.00
17 N -0.7751 -2.6213 0.0858  0.00
18 C 3.1699 2.1024 -3.8828  0.00
19 O 1.2889 3.9453 4.8313  0.00
20 H 4.7985 -2.6974 -1.1888  0.00
21 C 3.0426 -1.7158 -0.5403  0.00
22 H 4.5463 1.5459 -6.0018  0.00
23 C 3.6576 0.0847 -2.5936  0.00
24 H -1.0925 3.2355 3.0770  0.00
25 C -1.0344 1.0293 2.0612  0.00
26 H 4.9276 0.9268 -4.0995  0.00
27 C 3.5900 5.1493 -6.0754  0.00
28 C -2.3060 -1.7279 6.3465  0.00
29 H -7.2865 -1.6535 -3.1064  0.00
30 C -1.8890 -3.3232 0.2508  0.00
31 C 2.1411 -0.6578 -0.7645  0.00
32 C 2.1904 1.4482 3.8204  0.00
33 C -4.8454 -3.0513 -1.2055  0.00
34 H 3.0027 1.8235 4.4209  0.00
35 C 4.1868 2.5641 -6.0995  0.00
36 C 1.9859 2.2266 -3.1168  0.00
37 C -3.9475 0.0446 7.0379  -0.01
38 N -7.0743 0.2766 1.6172  0.44
39 O 1.0461 -0.4576 -0.1399  0.00
40 N -1.6455 -2.1956 5.1336  0.00
41 H -0.7640 -0.4144 4.4102  0.00
42 C 5.3725 3.4788 -6.4205  0.00
43 H 1.8098 4.1496 -5.4467  0.00
44 N -1.7475 -3.4672 4.6990  0.00
45 H -6.5086 1.5220 5.3804  0.00
46 C -6.6623 -1.8350 -2.2429  0.00
47 H 0.0847 -1.9119 -1.7668  0.00
48 N 3.5433 3.0196 -4.8740  0.00
49 C -5.6609 0.8769 5.5745  0.00
50 O -1.8179 1.9637 2.1476  0.00
51 O -1.2844 -0.0969 1.4795  0.00
52 C -5.1865 0.0214 4.5833  0.00
53 H -3.9626 -4.8997 -0.5313  0.00
54 N 2.2189 0.2502 3.2127  0.00
55 H -7.6431 -0.3594 -1.0255  0.00
56 C 6.8998 -0.5268 -2.4265  0.00
57 O -0.6173 3.8450 3.6905  0.00
58 C 0.5615 3.3754 4.0684  0.00
59 H 3.4027 6.2045 -5.8909  0.00
60 N -2.4536 -3.5303 -0.9325  0.00
61 H -0.9331 -4.3430 2.9754  0.00
62 H 2.7619 4.8037 -4.1147  0.00
63 O -5.3757 -0.8229 2.2998  0.01
64 C -6.0422 -1.3590 0.0149  0.00
65 N 5.0545 4.8677 -5.9302  0.00
66 H 7.0282 -0.8398 -1.3905  0.00
67 H -5.5068 -3.3497 -3.2234  0.00
68 H -1.5711 -1.2097 6.9617  0.00
69 C 0.9803 2.0495 3.5078  0.00
70 F 1.1282 3.2321 -3.3700  0.00
71 H -2.6333 -2.6171 6.8835  0.00
72 H 6.7549 0.5544 -2.4404  0.00
73 H -3.6778 -4.5437 -2.2398  0.00
74 H -5.3829 1.5368 7.5900  0.00
75 C -5.8159 -0.0122 3.2898  0.05
76 H 5.5461 3.5294 -7.4939  0.00
77 C 1.6603 1.3505 -2.1287  0.00
78 C 3.9882 1.0253 -3.5793  0.00
79 H -4.4270 -2.5039 0.8269  0.00
80 C 0.3279 1.1158 2.6888  0.00
81 H 5.8939 -2.3309 -3.0632  0.00
82 C -5.6567 -2.7958 -2.3050  0.00
83 H 3.3257 4.9308 -7.1078  0.00
84 H 0.7454 1.4921 -1.5696  0.00
85 C -5.0313 0.8803 6.8067  0.00
86 H -3.4574 0.0693 8.0040  0.00
87 C -0.7050 -2.4377 -1.2668  0.00
88 C -0.9729 -1.4580 4.2613  0.00
89 N -1.7113 -2.9690 -1.9058  0.00
90 C -1.0923 -3.4575 3.5682  0.00
91 H 2.9388 -0.4611 3.2135  0.00
92 H -2.2708 -3.6954 1.1861  0.00
93 O 3.4372 -3.7847 0.5121  0.00
94 C 2.4883 0.2566 -1.8364  0.00
95 H 6.2882 3.1579 -5.9290  0.00
96 H 5.2997 4.9386 -4.9408  0.00
97 H 7.8174 -0.7615 -2.9640  0.00
98 C 4.1416 -1.8509 -1.3509  0.00
99 N 1.1012 0.0538 2.5244  0.00
100 C -3.4761 -0.8146 6.0457  0.00
101 N -6.8475 0.6314 2.8040  0.47


A structure of composition C41H37N6O2RhSSe. Source: the OMol25 dataset; level of theory: the ωB97M-V functional and the def2-TZVPD basis.

Values from the calculation:
Orbital gap in eV: 6.46
E_HOMO in eV: -6.5631
Energy in hartree: -4973.86533
E_LUMO in eV: -0.10

Last column: Löwdin charge in e.
Positions of all 89 atoms, in Å:
1 C 3.3609 -0.5852 -5.1703  -0.09
2 C -4.2307 2.0145 -0.5203  -0.45
3 C -0.0404 2.4308 1.5523  -0.16
4 C -2.2907 2.9708 -1.6002  -0.01
5 H 4.6994 1.0141 -1.3824  0.09
6 C -1.3291 -1.0227 1.8929  -0.16
7 H 3.2166 -0.5365 1.7538  0.09
8 H 2.7147 1.1427 1.6334  0.09
9 H -1.0952 -5.8900 -0.7353  0.12
10 C 0.5987 -4.4727 -0.6808  -0.05
11 C 0.6509 -0.3159 5.7126  -0.04
12 H 2.5910 -2.7724 -0.5074  0.10
13 H 4.9583 -1.1209 -3.8387  0.10
14 C 1.2864 4.3959 1.7493  -0.03
15 H -3.3510 -4.3258 1.3499  0.10
16 C -0.8148 -2.2683 2.2769  -0.01
17 H 4.9794 -0.7308 -1.5235  0.08
18 C -1.0508 1.4607 2.1379  -0.35
19 Se -1.0426 -1.1917 -2.3724  0.77
20 H -3.2721 -4.6652 -1.3010  0.09
21 H -2.6773 4.7322 -2.7268  0.11
22 C -2.5434 -1.0223 1.1878  -0.16
23 C -0.2136 -0.2022 4.6319  -0.19
24 C -4.4782 3.9871 -1.8163  -0.08
25 H 3.5408 -0.1052 -0.6953  0.04
26 N 1.6239 1.3013 -1.8381  -0.02
27 C -5.0563 3.0129 -1.0292  -0.09
28 C 0.3350 -0.0171 3.3481  -0.14
29 C 4.0123 -0.6014 -3.9433  -0.06
30 C 1.7166 0.0135 3.1568  -0.19
31 H 0.1513 -2.3097 2.7603  0.12
32 H 2.1716 -2.1835 -2.1402  0.10
33 H 1.6509 -0.1072 1.0111  0.03
34 N -2.1922 0.9095 -0.2185  -0.02
35 C -0.5592 -2.8047 -1.6001  -0.65
36 H 3.6185 -0.0779 4.1241  0.11
37 H 1.4536 -4.9575 -0.2454  0.12
38 C -3.2599 -2.2047 1.0202  -0.05
39 H 0.2333 -0.4548 6.7021  0.11
40 H 1.5338 -1.3392 -0.7167  0.03
41 C -2.8611 1.9846 -0.7939  -0.28
42 C 4.2152 0.0466 -1.5354  -0.04
43 H -0.1897 3.7719 3.2082  0.12
44 Rh -0.0893 0.6482 -0.8863  0.52
45 H -2.7853 -4.2584 -2.9683  0.10
46 C -2.7799 -3.4170 1.4816  -0.09
47 C 2.5457 -0.1032 4.2716  -0.04
48 C 0.3800 1.6175 -4.4006  -0.06
49 H -3.1699 -2.9611 -1.8217  0.05
50 C 2.1731 0.1136 -5.3013  -0.06
51 S -4.6555 0.6715 0.4917  1.14
52 N -0.5793 0.1186 2.2145  0.05
53 C -3.1069 3.9630 -2.0990  -0.07
54 C 1.4847 2.9148 -0.1159  -0.17
55 C -0.6482 -4.9304 -0.9221  -0.06
56 H 2.7036 4.6353 0.1265  0.12
57 C 1.9015 4.0530 0.5577  0.02
58 H -4.1963 -2.1581 0.4771  0.11
59 H -5.0948 4.7776 -2.2231  0.10
60 N 0.6416 -3.1644 -1.0968  -0.11
61 H 0.6295 2.6766 -4.2992  0.09
62 H -6.1155 3.0231 -0.8106  0.11
63 O -2.0906 1.8510 2.5949  0.14
64 C 0.3003 3.5679 2.2675  0.02
65 C 1.8146 -2.3172 -1.1192  -0.03
66 H -2.2906 0.2493 4.2008  0.07
67 O 3.1307 3.0638 -1.8062  0.03
68 H 3.7873 -1.0976 -6.0232  0.10
69 H -0.3725 1.3963 -3.6442  0.01
70 H 1.5841 5.2866 2.2859  0.11
71 H -1.9879 -1.3951 4.7489  0.09
72 C -2.7326 -3.9533 -1.9233  -0.05
73 C 2.2475 0.7077 -2.9729  -0.21
74 N -1.3587 -3.8910 -1.4786  -0.13
75 C 2.3531 0.1276 1.8106  -0.04
76 C 2.1708 2.4272 -1.3802  -0.51
77 H -1.2343 2.9255 -1.8309  0.09
78 C 3.4728 0.0463 -2.8396  -0.23
79 H 2.6836 -0.3460 6.3935  0.10
80 C -3.0059 0.1675 0.4673  -0.55
81 C -1.6900 -0.3504 4.8766  -0.02
82 H -1.9253 -0.0598 5.9000  0.08
83 C 1.6119 0.7790 -4.2180  -0.22
84 C -1.5273 -3.4376 2.0809  -0.08
85 H -1.0965 -4.3761 2.4061  0.11
86 N 0.5051 2.1459 0.3600  0.03
87 H -0.0516 1.4575 -5.3886  0.08
88 H 1.6746 0.1587 -6.2625  0.10
89 C 2.0239 -0.2577 5.5400  -0.07


Results for strongest force on any atom: 2.99; 0.98 (in eV/Å, following the order of the records).